[1]
{
  "formula": "C35H52Cl21N4O6P",
  "method": "ωB97M-V/def2-TZVPD",
  "e_tot_ha": -12039.65361,
  "charge": 0,
  "lumo_energy_ev": -0.08,
  "elements": ["C", "C", "C", "C", "C", "C", "O", "C", "C", "O", "C", "C", "C", "C", "C", "C", "C", "O", "N", "C", "N", "C", "C", "C", "C", "N", "C", "C", "C", "C", "C", "C", "C", "O", "C", "N", "P", "O", "O", "H", "H", "H", "H", "H", "H", "H", "H", "H", "H", "H", "H", "H", "H", "H", "H", "H", "H", "H", "H", "H", "H", "H", "H", "H", "H", "H", "H", "H", "H", "H", "H", "H", "H", "H", "H", "H", "H", "H", "H", "H", "H", "H", "H", "H", "C", "Cl", "Cl", "Cl", "H", "C", "Cl", "Cl", "Cl", "H", "C", "Cl", "Cl", "Cl", "H", "C", "Cl", "Cl", "Cl", "H", "C", "Cl", "Cl", "Cl", "H", "C", "Cl", "Cl", "Cl", "H", "C", "Cl", "Cl", "Cl", "H"],
  "coordinates": [[3.702, 0.097, 2.997], [3.690, 1.448, 2.071], [4.423, 1.031, 0.626], [2.197, 2.000, 1.663], [2.443, 3.558, 1.104], [1.112, 2.027, 2.894], [0.114, 0.955, 2.880], [-1.107, 1.303, 2.142], [-2.118, 2.473, 2.755], [-1.734, 3.850, 2.383], [-3.063, 4.527, 2.207], [-3.755, 4.714, 0.730], [-5.243, 5.422, 0.654], [-5.975, 5.901, 2.075], [-5.258, 5.719, 3.563], [-3.771, 5.012, 3.642], [-1.032, 1.741, 0.568], [-0.420, 2.718, -0.095], [-1.777, 0.754, -0.298], [-2.516, -0.316, 0.535], [-2.469, -1.620, -0.249], [-4.067, 0.149, 0.282], [-4.215, 0.619, -1.317], [-5.786, 0.517, -1.857], [-5.849, 1.314, -3.298], [-4.502, 1.547, -3.949], [-3.650, 2.833, -3.944], [-2.186, 2.747, -4.733], [-2.165, 1.204, -5.291], [-3.616, 0.584, -4.768], [-1.820, -0.209, 2.008], [-0.909, -1.536, 2.299], [0.336, -1.867, 1.350], [0.707, -0.921, 0.306], [0.176, -3.350, 0.592], [1.354, -4.244, 1.004], [-2.938, -0.335, 3.599], [-4.473, 0.406, 3.427], [-2.067, 0.103, 5.032], [4.775, -0.400, 2.848], [3.513, 0.286, 4.143], [2.935, -0.652, 2.529], [4.385, 2.268, 2.543], [5.553, 1.336, 0.598], [3.893, 1.574, -0.296], [4.328, -0.124, 0.411], [1.834, 1.398, 0.710], [2.089, 4.377, 1.859], [1.995, 3.698, 0.007], [3.620, 3.701, 0.960], [0.691, 3.116, 2.959], [1.749, 1.873, 3.892], [-2.205, 2.454, 3.922], [-3.159, 2.286, 2.201], [-3.253, 4.342, -0.276], [-5.837, 5.569, -0.370], [-7.061, 6.385, 2.094], [-5.765, 6.025, 4.584], [-3.209, 4.817, 4.677], [-1.116, 0.394, -1.019], [-1.596, -1.720, -0.810], [-2.674, -2.452, 0.344], [-4.422, 1.072, 0.906], [-4.832, -0.752, 0.442], [-3.952, 1.781, -1.378], [-3.584, -0.040, -2.048], [-6.143, -0.597, -1.900], [-6.411, 1.185, -1.089], [-6.497, 0.640, -4.018], [-6.390, 2.372, -3.191], [-3.984, 3.824, -3.408], [-1.356, 3.578, -4.868], [-1.307, 0.701, -5.912], [-3.972, -0.524, -4.977], [-1.660, -2.464, 2.273], [-0.523, -1.510, 3.429], [1.300, -2.006, 2.041], [1.315, -1.386, -0.362], [0.122, -3.200, -0.592], [-0.798, -3.919, 0.900], [0.944, -5.050, 1.559], [1.737, -4.591, 0.097], [-5.075, -0.017, 4.114], [-1.082, -0.069, 4.968], [-9.133, 5.989, 4.910], [-9.199, 5.578, 6.632], [-9.662, 7.660, 4.649], [-7.496, 5.749, 4.276], [-9.813, 5.325, 4.371], [1.709, 1.502, -7.019], [0.025, 1.707, -6.508], [1.972, 2.240, -8.608], [2.812, 2.199, -5.820], [1.918, 0.432, -7.097], [4.624, -6.402, 0.272], [3.624, -6.420, -1.191], [6.050, -7.432, 0.063], [5.107, -4.745, 0.675], [4.031, -6.799, 1.099], [4.975, -0.694, -7.736], [5.695, -2.168, -8.407], [3.374, -1.037, -7.059], [6.034, 0.010, -6.502], [4.859, 0.031, -8.545], [6.124, -8.103, 4.346], [5.124, -8.121, 2.883], [7.550, -9.133, 4.137], [6.607, -6.447, 4.749], [5.531, -8.500, 5.174], [6.175, -5.427, -6.766], [6.895, -6.900, -7.437], [4.574, -5.770, -6.089], [7.234, -4.723, -5.532], [6.059, -4.701, -7.575], [9.085, -5.421, 1.742], [8.905, -7.183, 1.817], [10.290, -4.869, 2.917], [9.533, -4.912, 0.105], [8.124, -4.966, 1.993]]
}

[2]
{
  "formula": "C35H52CoP3SbSe",
  "method": "ωB97M-V/def2-TZVPD",
  "multiplicity": 5,
  "e_tot_ha": -6412.22776,
  "de_lowest_kj_mol": 114.87,
  "s2": 6.0332,
  "charge": 3,
  "lumo_energy_ev": [-8.26, -12.60],
  "elements": ["Co", "P", "P", "P", "H", "C", "C", "H", "C", "C", "C", "C", "C", "C", "C", "C", "C", "H", "H", "H", "H", "H", "H", "H", "H", "H", "H", "H", "H", "H", "H", "H", "H", "H", "H", "H", "H", "H", "H", "H", "H", "H", "H", "H", "H", "H", "C", "C", "C", "C", "C", "C", "Se", "H", "H", "H", "H", "H", "H", "C", "C", "C", "C", "C", "C", "Sb", "C", "C", "C", "C", "C", "C", "C", "C", "C", "C", "C", "C", "H", "H", "H", "H", "H", "H", "H", "H", "H", "H", "H", "H", "H", "H", "H"],
  "coordinates": [[-0.261, -0.056, -0.590], [-1.385, -1.739, 0.966], [1.118, -2.208, -1.329], [-2.167, 1.235, -0.017], [0.784, 1.376, -4.664], [0.878, 2.116, -3.864], [0.583, 1.875, -2.583], [0.515, 0.843, -2.112], [-2.763, -2.804, 0.497], [-0.319, -3.013, 1.682], [-2.061, -1.066, 2.530], [1.583, -1.644, -3.036], [2.817, -2.323, -0.573], [0.698, -3.985, -1.447], [-2.131, 2.533, -1.264], [-2.477, 2.197, 1.517], [-3.777, 0.420, -0.154], [1.234, 3.115, -4.146], [0.592, 2.743, -1.916], [-3.001, -3.396, 1.397], [-2.486, -3.455, -0.341], [-3.638, -2.227, 0.189], [-0.975, -3.694, 2.250], [0.429, -2.591, 2.359], [0.226, -3.561, 0.914], [-2.040, -1.909, 3.239], [-3.095, -0.729, 2.408], [-1.495, -0.229, 2.952], [2.013, -2.471, -3.590], [2.291, -0.808, -2.999], [0.683, -1.363, -3.584], [3.474, -2.856, -1.278], [2.705, -2.916, 0.357], [3.171, -1.283, -0.417], [1.641, -4.526, -1.620], [0.006, -4.168, -2.273], [0.251, -4.337, -0.518], [-2.893, 3.288, -1.090], [-2.248, 2.081, -2.250], [-1.171, 3.045, -1.166], [-3.213, 2.977, 1.293], [-1.576, 2.719, 1.857], [-2.910, 1.574, 2.313], [-4.561, 1.162, -0.314], [-4.041, -0.145, 0.743], [-3.804, -0.224, -1.029], [-3.598, -1.761, -4.308], [-2.824, -0.653, -4.625], [-3.358, 0.373, -5.420], [-4.662, 0.226, -5.896], [-5.425, -0.913, -5.589], [-4.886, -1.858, -4.807], [-2.937, -3.280, -3.322], [-3.969, -2.868, -2.237], [-1.855, -0.500, -4.179], [-2.771, 1.287, -5.630], [-5.089, 0.942, -6.597], [-6.460, -1.032, -5.930], [-5.452, -2.670, -4.438], [3.305, -2.171, 4.713], [2.012, -1.709, 4.954], [1.301, -1.004, 3.973], [1.931, -0.697, 2.759], [3.203, -1.229, 2.489], [3.884, -1.953, 3.468], [0.963, 0.610, 1.241], [0.765, 2.346, 2.525], [0.975, 3.586, 1.921], [0.864, 4.751, 2.699], [0.536, 4.658, 4.054], [0.298, 3.408, 4.650], [0.407, 2.235, 3.887], [2.877, 1.302, 0.569], [3.776, 1.644, 1.583], [5.094, 1.972, 1.267], [5.505, 2.069, -0.059], [4.598, 1.806, -1.096], [3.284, 1.424, -0.773], [3.851, -2.704, 5.478], [1.524, -1.908, 5.907], [0.276, -0.682, 4.201], [3.711, -1.027, 1.529], [4.866, -2.332, 3.229], [1.277, 3.666, 0.869], [1.029, 5.729, 2.235], [0.455, 5.557, 4.666], [0.013, 3.309, 5.699], [0.266, 1.258, 4.381], [3.445, 1.596, 2.619], [5.772, 2.128, 2.104], [6.537, 2.330, -0.288], [4.896, 1.897, -2.153], [2.587, 1.264, -1.618]]
}

charge of number 1 (C35H52Cl21N4O6P)?
0

charge of number 1 (C35H52Cl21N4O6P)?
0